Formula: C30H41HgO3PSSi
Source: OMol25
Level of theory: ωB97M-V/def2-TZVPD

Last column: Löwdin spin population.
CARTESIAN COORDINATES (ANGSTROEM)
C -2.784 -0.729 -2.339  0.430
C 0.341 3.844 -1.044  0.002
C -0.457 3.233 -1.988  0.011
H -1.389 3.020 1.736  0.000
C -1.931 2.457 -0.259  0.001
H 5.846 -0.452 0.596  0.000
C -5.312 4.867 -1.972  0.000
H 1.227 4.375 -1.355  0.000
C -5.559 4.375 -4.301  0.000
H 4.389 -2.981 2.972  0.000
S 2.853 -1.828 -1.586  0.114
C 2.894 1.331 0.556  0.000
C 4.389 0.880 2.518  0.000
Hg -0.002 -0.419 -2.511  0.272
C -1.132 3.083 0.685  0.001
H -2.871 -2.832 -1.903  0.005
C -0.092 -1.419 1.570  0.000
C -5.941 5.100 -3.184  0.001
H 3.534 1.010 3.176  0.000
C 2.868 -5.581 1.275  0.000
H -2.796 1.887 0.054  0.000
C -4.558 3.428 -4.205  0.001
H 3.343 2.310 0.400  0.000
H -4.246 2.866 -5.074  0.000
H -2.044 -0.536 1.921  0.000
H 0.612 4.286 1.030  0.000
H 5.586 1.217 0.050  0.000
O 2.433 -3.265 1.233  0.002
H -1.696 -0.925 0.225  -0.002
C 4.032 -4.001 2.854  0.000
H 5.061 0.156 2.969  0.000
H 2.469 -5.677 0.269  0.000
H -5.097 -2.732 -0.895  0.003
C -1.274 -0.545 1.154  -0.001
C -0.559 -2.862 1.768  0.000
H 1.393 -1.475 3.134  0.000
H 2.041 1.437 1.222  0.000
O 0.824 -1.358 0.504  0.008
H -0.958 -3.237 0.830  0.000
H 4.904 1.832 2.410  0.000
H 3.247 -4.187 3.585  0.000
H -0.925 0.469 0.976  0.000
H -6.716 5.849 -3.262  0.000
C 3.924 0.366 1.147  0.000
O 3.379 -0.910 1.374  0.001
H -5.331 1.452 -1.725  0.002
C -3.384 -1.879 -1.851  0.046
C -4.313 3.918 -1.875  0.001
H -1.334 -2.911 2.530  0.000
H 5.330 -4.813 0.517  0.000
C -4.655 -1.828 -1.294  0.017
C 5.117 0.247 0.191  0.001
H 4.768 -0.138 -0.765  0.001
C -0.004 3.783 0.296  0.000
C 0.527 -0.879 2.861  0.000
P -2.606 1.897 -3.009  0.010
C -3.926 3.181 -2.990  -0.001
H 5.109 -3.052 0.591  0.001
C -5.345 -0.629 -1.243  -0.014
H 0.288 -3.479 2.050  0.000
C 3.478 -4.181 1.433  0.000
H 4.200 -3.993 -0.584  0.003
C 4.610 -4.002 0.423  0.004
H 3.618 -6.349 1.446  0.000
H -6.041 4.551 -5.252  0.000
H -5.607 5.428 -1.096  0.000
H -0.204 -0.899 3.668  0.000
H 2.529 0.952 -0.396  0.001
H 2.051 -5.711 1.981  0.000
H -6.338 -0.589 -0.808  -0.001
H -0.198 3.289 -3.038  0.001
H 0.856 0.147 2.709  0.000
H 4.856 -4.691 3.027  0.000
H -3.825 3.747 -0.928  0.000
Si 2.386 -1.835 0.435  0.013
C -1.607 2.545 -1.609  0.008
C -4.773 0.524 -1.747  0.015
C -3.482 0.471 -2.262  0.041

Calculated values
Energy relative to the best compared isomer or geometry (same formula, charge and spin) = 22.9 kcal per mole
E_HOMO (alpha / beta) = -3.73 / -4.11 eV
2S+1 = 2
Net charge = -1